Below is a structure of composition C21H43AsBF6Mg2N2O21, with properties calculated with wB97M-V/def2-TZVPD.

Structure (XYZ):
```
97
Properties=species:S:1:pos:R:3:forces:R:3:lowdin_charge:R:1
Mg -12.5258 18.1832 -23.0817 -0.02 1.09 1.74 0.58
Mg -14.0682 16.2731 -17.5408 0.99 -1.01 -1.07 0.49
O -13.2806 23.2093 -22.3091 0.38 -0.90 -0.13 0.17
C -14.0412 22.3773 -21.9207 -0.39 0.59 -1.39 -0.37
O -15.1590 22.6318 -21.2862 0.39 0.08 0.43 0.26
B -15.8640 21.4319 -20.8936 -0.85 1.27 -0.47 -0.96
O -15.0949 20.3433 -21.5098 2.16 -1.12 -1.73 0.23
C -14.0828 20.8119 -22.2532 0.38 -0.05 1.16 -0.21
O -13.2912 20.1790 -22.9864 -1.65 0.69 1.58 0.06
O -17.2088 21.4455 -21.4171 -1.18 -0.64 0.93 0.22
C -18.0983 21.3506 -20.3907 -1.24 0.74 0.07 -0.30
O -19.3053 21.3799 -20.5013 2.20 -0.36 0.30 0.14
C -17.2137 21.3818 -19.0126 -3.48 0.54 0.27 -0.36
O -16.0035 21.4144 -19.4518 2.13 -0.75 1.32 0.24
O -17.6668 21.4755 -17.8749 1.55 -0.62 -2.43 0.12
N -13.3575 17.9522 -20.0942 0.89 2.51 -1.64 -0.44
O -13.4098 17.6826 -21.3525 -0.56 -1.49 1.35 -0.04
O -13.7357 17.1640 -19.2386 -0.78 -0.96 -1.17 0.00
O -12.9384 19.0488 -19.7916 0.11 0.12 0.38 0.10
As -10.9712 17.5995 -16.4102 2.62 0.59 1.79 1.00
F -9.9665 16.0945 -16.6474 -1.44 1.86 0.31 -0.28
F -10.5225 18.0850 -18.0635 -0.37 -0.21 1.42 -0.26
F -11.9512 19.0803 -16.1703 0.55 -1.75 -0.62 -0.25
F -11.5919 16.9470 -14.8471 0.53 0.66 -1.76 -0.26
F -9.5848 18.4765 -15.5968 -2.09 -1.54 -1.47 -0.27
F -12.3406 16.7057 -17.1986 1.96 0.61 0.77 -0.25
C -11.0342 21.2690 -18.4236 -0.08 0.65 0.06 0.04
N -11.2818 22.3572 -19.4667 -1.44 1.98 1.95 -0.38
O -11.1925 22.1139 -20.6530 0.35 -0.19 0.64 0.05
O -11.6894 23.4493 -18.9876 1.10 -2.44 -1.31 0.05
H -10.2711 20.5848 -18.7945 -0.43 -0.03 0.08 0.08
H -11.9992 20.8354 -18.1610 0.06 -0.39 -0.78 0.08
H -10.7718 21.7258 -17.4693 0.51 0.35 -0.43 0.10
C -11.9679 14.1595 -19.0363 -1.03 -0.08 0.87 0.01
O -13.2961 14.6000 -18.4575 0.20 -1.77 -1.06 -0.26
C -14.4451 13.9428 -19.1426 0.84 -0.03 0.25 -0.10
C -15.7786 14.1635 -18.3730 3.86 -0.98 -0.53 -0.13
O -15.7642 15.5414 -18.1195 -2.34 -0.94 -1.30 -0.23
C -17.0355 16.0116 -17.7192 -0.11 1.66 0.85 -0.01
H -11.2281 14.9597 -19.0137 -0.49 0.26 0.24 0.09
H -12.0670 13.7665 -20.0481 -0.46 0.29 -0.06 0.08
H -11.5861 13.3340 -18.4356 -0.16 0.10 0.20 0.10
H -14.2956 12.8650 -19.2055 0.30 -0.06 0.03 0.14
H -14.4063 14.3660 -20.1464 -0.58 0.03 -0.08 0.13
H -15.6266 13.6268 -17.4365 -0.55 -0.14 0.25 0.14
H -16.5323 13.6710 -18.9873 -0.62 0.84 0.13 0.15
H -17.8997 15.5764 -18.2210 0.40 -0.21 -0.22 0.12
H -16.9773 17.0828 -17.9122 -0.53 -0.06 -0.03 0.10
H -17.1181 15.8918 -16.6390 -0.33 -0.22 0.07 0.10
C -10.0047 19.6342 -22.1082 -0.30 1.37 0.16 -0.04
O -10.7881 18.4485 -22.2134 1.72 -0.19 0.57 -0.24
C -9.9730 17.3343 -21.8763 0.08 -0.66 1.12 -0.12
C -10.7930 16.0434 -22.0209 0.78 0.56 0.76 -0.13
O -11.6697 16.3406 -23.0727 0.17 -1.10 -0.62 -0.23
C -12.0806 15.2211 -23.8021 -0.49 -0.80 -1.48 -0.05
H -9.7823 19.9546 -21.0903 -0.66 -0.37 0.31 0.09
H -10.6300 20.3986 -22.5696 0.48 0.23 -0.01 0.11
H -9.0005 19.5568 -22.5248 -0.21 -0.37 -0.78 0.11
H -9.5678 17.4813 -20.8752 -0.34 -0.15 0.38 0.14
H -9.0666 17.3123 -22.4813 -0.22 -0.05 -0.66 0.14
H -11.3861 15.6844 -21.1798 -0.03 0.72 0.39 0.11
H -10.1059 15.2151 -22.1936 0.05 -0.02 -0.72 0.15
H -12.8706 15.5751 -24.4643 -0.19 -0.35 0.22 0.10
H -12.3776 14.3407 -23.2322 -0.47 0.40 0.64 0.11
H -11.3197 14.7939 -24.4553 0.60 0.47 -0.03 0.11
C -10.4926 18.5439 -25.5609 2.26 1.94 2.48 -0.02
O -11.7328 18.5790 -24.8265 0.72 -0.42 -3.75 -0.20
C -12.6089 18.4736 -25.9329 -3.91 -1.51 0.02 -0.17
C -14.0378 18.5146 -25.3508 0.64 2.26 -1.27 -0.13
O -14.0103 17.6904 -24.1897 0.01 0.84 -1.23 -0.22
C -15.2484 17.5194 -23.6101 -3.06 -2.58 0.28 -0.08
H -10.2811 17.7277 -26.2515 -0.60 -0.14 0.33 0.12
H -9.7540 18.6581 -24.7674 0.46 -0.87 -0.09 0.09
H -10.3541 19.5304 -26.0033 -0.41 -0.18 -0.77 0.12
H -12.6626 17.4869 -26.3930 1.30 -0.53 0.11 0.14
H -12.4398 19.1422 -26.7769 0.05 0.59 0.57 0.15
H -14.8345 18.3122 -26.0666 0.18 -1.08 -0.01 0.15
H -14.2284 19.5758 -25.1912 -0.20 0.03 1.26 0.14
H -15.2146 16.7064 -22.8848 0.67 0.65 0.74 0.11
H -15.8850 16.9621 -24.2973 -0.23 0.45 -0.84 0.11
H -15.8603 18.3484 -23.2545 0.89 0.53 0.09 0.12
C -15.2308 19.0536 -17.2251 -0.49 0.41 -0.11 0.01
O -14.8521 17.7314 -16.7378 -0.93 1.76 -0.88 -0.25
C -15.1688 17.6034 -15.3951 -0.44 1.81 1.48 -0.18
C -15.0001 16.2293 -14.7920 0.50 0.71 -1.24 -0.09
O -14.3057 15.3962 -15.7782 -0.63 1.71 1.79 -0.24
C -13.7637 14.3030 -15.1026 -0.45 -1.58 0.62 -0.06
H -14.8781 19.8297 -16.5458 0.40 -0.18 -0.07 0.12
H -16.3138 19.1743 -17.2487 -0.21 -0.38 0.26 0.09
H -14.9091 19.2470 -18.2485 0.54 -0.41 0.31 0.09
H -16.2059 17.8994 -15.2376 -0.18 0.18 -0.10 0.14
H -14.5617 18.3544 -14.8895 0.12 -0.12 0.39 0.15
H -16.0233 15.9293 -14.5655 0.35 -1.11 0.13 0.14
H -14.3831 16.3621 -13.9033 -0.09 -0.52 0.00 0.14
H -14.6600 13.7645 -14.7946 0.23 -1.20 -0.35 0.11
H -13.3207 14.4797 -14.1225 0.61 0.88 -0.34 0.11
H -13.0610 13.7964 -15.7642 -0.31 -0.20 0.17 0.11
```
Forces are in eV/Å.

As for the charge: +1. Its HOMO-LUMO gap is 0.3175 Eh. The value obtained for the total energy is -5775.48389 hartree. The calculation puts the LUMO energy at -0.094 Eh. The maximum force is 4.2 eV/Å.